Record 1
A molecular structure, C26H49N13NaS at a distorted geometry. Source: the Open Molecules 2025 dataset; level of theory: wB97M-V/def2-TZVPD.

For the LUMO energy, the calculation gives -0.068 Eh. Its HOMO energy is -10.21 eV. Its charge is +1. For the orbital gap, the calculation gives 8.36 eV. For the energy relative to the best compared isomer or geometry (same formula, charge and spin), the calculation gives 1.3995 eV.

Geometry (Å):
Na: -0.38664 0.19461 -0.12884
C: -0.79548 1.67500 -3.15495
C: -2.05687 -0.45728 -2.62451
N: -2.15190 -1.41929 -1.52315
C: -3.46149 -1.51565 -0.90157
C: -3.73991 -0.48088 0.15980
C: -4.98106 -0.46268 0.78926
C: -5.22829 0.50758 1.73759
C: -4.23554 1.43488 2.01938
C: -3.02158 1.33758 1.35718
C: -1.91746 2.35674 1.61755
N: -1.04797 2.51500 0.45885
C: -1.74294 3.18163 -0.63844
C: -0.79658 3.67771 -1.71231
N: -0.04438 2.61125 -2.37020
N: -2.77901 0.39136 0.44564
H: -1.84143 1.97121 -3.26001
H: -0.37503 1.62029 -4.15946
H: -2.19739 -0.93799 -3.60322
H: -2.84076 0.28580 -2.48219
H: -1.92325 -2.33881 -1.88337
H: -3.52460 -2.50318 -0.43684
H: -4.28392 -1.47856 -1.63170
H: -5.73695 -1.18796 0.51617
H: -6.18630 0.55842 2.23859
H: -4.40177 2.23019 2.73393
H: -1.31730 2.02926 2.47066
H: -2.42610 3.28973 1.90169
H: -0.20469 3.01928 0.70817
H: -2.32976 4.04234 -0.28325
H: -2.46538 2.48084 -1.06902
H: -0.06700 4.35509 -1.26148
H: -1.38557 4.27291 -2.42549
H: 0.69566 3.01808 -2.92212
N: -0.14129 -0.88461 1.95693
C: -0.69211 -1.21282 2.91982
N: -1.32424 -1.56344 4.02335
C: -2.79025 -1.70870 3.90131
C: -3.15123 -3.08710 3.36713
C: -2.51871 -4.18247 4.22531
C: -1.00679 -3.99015 4.33923
C: -0.67705 -2.59809 4.85751
H: -3.16115 -0.90759 3.26193
H: -3.20095 -1.55846 4.90223
H: -2.79497 -3.17087 2.33381
H: -4.23761 -3.19151 3.34032
H: -2.74269 -5.16497 3.80887
H: -2.96296 -4.15651 5.22589
H: -0.53458 -4.12325 3.36009
H: -0.57029 -4.73617 5.00503
H: 0.39407 -2.40545 4.87061
H: -1.05691 -2.45745 5.87172
N: 4.15998 -1.02622 -0.40872
C: 3.80342 -2.19259 0.45633
C: 2.32753 -2.47300 0.21075
N: 1.83628 -3.54649 1.06052
H: 5.11651 -0.70573 -0.28213
H: 3.50320 -0.21894 -0.17823
H: 4.00202 -1.22362 -1.39864
H: 3.99957 -1.91064 1.48905
H: 4.43761 -3.03764 0.19072
H: 2.19877 -2.64575 -0.85707
H: 1.76944 -1.56661 0.45495
H: 1.95144 -4.45006 0.61861
H: 0.84376 -3.41892 1.21059
N: -0.78137 0.28104 -2.60596
C: 0.45910 -0.28450 -2.63666
N: 0.75637 -1.55265 -2.73574
C: -0.01340 -2.57214 -3.03391
N: -0.60819 -3.53725 -3.28682
C: 5.04728 3.75249 0.06767
C: 3.70759 4.02117 -0.59723
N: 3.39129 3.06471 -1.65137
C: 2.80384 1.84808 -1.48217
S: 2.28268 1.39201 0.12166
N: 2.60359 1.02068 -2.47342
C: 2.99413 1.36348 -3.82650
C: 4.42756 0.95947 -4.14736
H: 5.25768 4.51029 0.82305
H: 5.85777 3.77038 -0.66302
H: 5.03371 2.77865 0.55792
H: 3.70192 5.01144 -1.05638
H: 2.90576 3.99324 0.13754
H: 3.73192 3.28453 -2.57039
H: 1.33240 0.33786 -2.52247
H: 2.84118 2.42784 -4.06198
H: 2.30638 0.81935 -4.48876
H: 5.13503 1.43804 -3.46633
H: 4.70311 1.23478 -5.16637
H: 4.54152 -0.12171 -4.05508

Record 2
6 unconnected molecules or ions with the total composition C21H43O16 at a distorted geometry. Source: the Open Molecules 2025 dataset; level of theory: wB97M-V/def2-TZVPD.

For the LUMO energy, the calculation gives 0.077 Eh. Its HOMO energy is -1.62 eV. Its charge is -1. For the orbital gap, the calculation gives 3.72 eV. For the energy relative to the best compared isomer or geometry (same formula, charge and spin), the calculation gives 3.3792 eV.

Geometry (Å):
C: -1.07772 -0.32565 0.35934
O: 0.12089 -0.01235 -0.27299
H: -0.93740 -0.17401 1.42958
H: -1.93984 0.22315 -0.01970
H: -1.32101 -1.37534 0.19484
C: 3.04914 -4.95880 -3.77254
C: 3.70763 -3.77498 -4.50108
O: 5.16508 -3.94135 -4.44294
C: 5.94133 -3.06679 -3.76399
O: 5.60510 -1.99312 -3.24058
O: 7.14040 -3.65778 -3.71411
C: 8.11331 -3.38589 -2.75734
H: 3.07020 -5.93632 -4.25431
H: 1.98475 -4.84864 -3.56506
H: 3.54934 -5.16894 -2.82717
H: 3.32009 -2.86438 -4.04422
H: 3.40783 -3.84140 -5.54693
H: 7.77543 -3.39000 -1.72103
H: 8.50573 -2.40522 -3.02637
H: 8.95280 -4.07075 -2.87704
C: -3.51280 -3.13362 -5.60506
C: -4.35846 -2.76747 -4.40593
O: -5.48604 -3.66337 -4.27084
C: -5.48875 -4.86839 -3.79089
O: -6.41039 -5.65849 -3.97821
O: -4.39823 -5.13402 -3.08494
C: -4.29561 -6.30297 -2.26381
H: -4.23092 -3.24809 -6.41704
H: -2.80454 -3.93947 -5.41252
H: -2.80971 -2.34881 -5.88402
H: -4.64168 -1.71987 -4.50810
H: -3.79045 -2.78408 -3.47578
H: -4.67675 -7.17013 -2.80313
H: -4.82756 -6.19972 -1.31804
H: -3.23267 -6.42691 -2.05675
C: -9.19950 6.38529 -5.14204
C: -10.12365 5.22706 -4.84873
O: -9.30496 4.14809 -4.40387
C: -9.12165 3.88497 -3.20755
O: -9.81296 4.31833 -2.24611
O: -8.23980 2.83586 -3.15261
C: -8.03409 2.17218 -1.85500
H: -8.59467 6.67618 -4.28316
H: -9.75412 7.28766 -5.39936
H: -8.51322 6.15589 -5.95721
H: -10.65115 4.88885 -5.74062
H: -10.92816 5.47232 -4.15541
H: -8.94817 1.70847 -1.48416
H: -7.74579 2.82101 -1.02795
H: -7.31386 1.35414 -1.84241
C: 4.10659 -3.97917 3.66201
C: 4.87326 -2.78516 3.08931
O: 5.31854 -1.97661 4.17082
C: 5.84254 -0.81849 3.95091
O: 5.77596 -0.14127 2.94434
O: 6.53480 -0.50086 5.02661
C: 7.22710 0.75498 5.25502
H: 3.28539 -3.57995 4.25729
H: 4.67145 -4.66137 4.29734
H: 3.59172 -4.51390 2.86384
H: 4.29427 -2.09082 2.48040
H: 5.76744 -2.95598 2.48986
H: 8.31006 0.72820 5.37581
H: 6.88792 1.06879 6.24224
H: 7.11304 1.61435 4.59430
C: 4.98739 6.43796 8.61024
C: 3.69781 6.20447 7.86638
O: 3.88322 5.55458 6.63462
C: 2.85718 5.07553 5.85566
O: 3.03209 4.83729 4.63669
O: 1.70821 4.98748 6.51108
C: 0.62158 4.57843 5.82252
H: 4.74952 6.93733 9.54946
H: 5.69503 7.04740 8.04818
H: 5.40566 5.47966 8.91818
H: 3.00412 7.03617 7.74313
H: 3.13115 5.44919 8.41093
H: 0.42780 3.53054 6.05160
H: 0.55839 4.62807 4.73548
H: -0.24203 5.05082 6.29062

Record 3
3 unconnected molecules or ions with the total composition C4H7BrO at a distorted geometry. Source: the Open Molecules 2025 dataset; level of theory: wB97M-V/def2-TZVPD.

For the LUMO energy, the calculation gives 0.020 Eh. Its HOMO energy is -9.71 eV. Its charge is 0. For the orbital gap, the calculation gives 10.24 eV. For the energy relative to the best compared isomer or geometry (same formula, charge and spin), the calculation gives 1.6647 eV.

Geometry (Å):
C: 2.07641 -0.39003 -0.14466
C: -1.49938 -0.02673 -1.32398
C: -1.94398 -0.03129 1.09412
C: -1.12672 0.31018 -0.07781
O: 2.12626 -1.16919 -0.92184
Br: 5.75037 0.38438 0.30615
H: 4.48259 1.19412 0.49084
H: -0.75753 0.31212 -2.15507
H: -2.38398 -0.67685 -1.63049
H: -1.27570 -0.36255 1.97628
H: -2.47388 -1.09914 0.88856
H: -2.78579 0.63554 1.39952
H: -0.18869 0.91943 0.09839

Record 4
9 unconnected molecules or ions with the total composition C33H74BrINO26S8 at a distorted geometry. Source: the Open Molecules 2025 dataset; level of theory: wB97M-V/def2-TZVPD.

For the LUMO energy, the calculation gives -0.163 Eh. Its HOMO energy is -11.91 eV. Its charge is +1. For the orbital gap, the calculation gives 7.47 eV. For the energy relative to the best compared isomer or geometry (same formula, charge and spin), the calculation gives 1.5406 eV.

Geometry (Å):
C: 1.03191 -3.03491 -0.63067
C: 0.86144 -1.48037 -0.34259
Br: 0.41863 -1.33853 1.58914
C: -0.22230 -0.77416 -1.23787
C: -1.60349 -1.45873 -0.99668
C: -2.45857 -0.95046 0.06093
N: -3.67899 -1.50696 0.38520
C: -4.12532 -2.59498 -0.31897
I: -5.99688 -3.52750 0.19377
C: -3.37596 -3.18749 -1.43959
C: -2.06510 -2.61298 -1.81392
C: -1.19015 -3.17548 -2.98900
O: -0.92081 -2.47597 -3.91933
O: -0.68354 -4.47303 -2.92743
H: 1.29495 -3.22802 -1.70831
H: 1.81798 -3.39885 0.07776
H: 0.06531 -3.58865 -0.44853
H: 1.85336 -0.96219 -0.46872
H: 0.09294 -0.86284 -2.31735
H: -0.24383 0.33049 -1.02342
H: -2.08500 -0.06086 0.63004
H: -4.18937 -1.07964 1.17396
H: -3.77188 -4.05756 -2.01180
H: -1.32743 -5.05432 -3.37642
O: 4.13619 -3.75335 1.52864
S: 4.76955 -2.91839 2.51481
O: 5.96046 -2.17955 2.22258
O: 5.00364 -3.77182 3.84960
C: 5.71228 -5.01738 3.74958
C: 7.20980 -4.80575 3.64366
C: 3.56585 -1.80743 3.17285
H: 5.33607 -5.60846 2.91049
H: 5.49167 -5.57571 4.66060
H: 7.47401 -4.33451 2.69537
H: 7.73822 -5.75819 3.70626
H: 7.56474 -4.14957 4.44028
H: 2.67791 -2.37384 3.44414
H: 3.32644 -1.08011 2.39915
H: 3.98635 -1.30298 4.04085
O: -1.06387 2.89938 -1.31269
S: -0.65151 4.06525 -2.05225
O: 0.21137 5.05429 -1.48413
O: -1.95066 4.78811 -2.64977
C: -3.01418 5.14428 -1.75160
C: -2.69406 6.40555 -0.97349
C: 0.03633 3.54351 -3.59442
H: -3.24622 4.31300 -1.08027
H: -3.89829 5.31631 -2.36763
H: -1.87252 6.23781 -0.27450
H: -3.56216 6.73545 -0.40182
H: -2.38728 7.20684 -1.64576
H: -0.64092 2.82887 -4.05861
H: 0.99699 3.07294 -3.38893
H: 0.17671 4.41610 -4.22941
O: -2.92770 9.48249 -0.52791
S: -2.73960 10.85593 -0.15425
O: -3.67838 11.87088 -0.52704
O: -1.26830 11.31992 -0.59911
C: -0.87950 11.13308 -1.96522
C: -1.47128 12.19873 -2.86812
C: -2.47694 10.94430 1.59040
H: -1.14716 10.13053 -2.30872
H: 0.20889 11.20233 -1.99214
H: -2.55515 12.09562 -2.93932
H: -1.05700 12.12163 -3.87491
H: -1.26647 13.19571 -2.47415
H: -1.72461 10.20986 1.87058
H: -3.42306 10.72036 2.08105
H: -2.15299 11.95116 1.84642
O: -4.87578 -0.68761 3.25142
S: -4.31664 0.17881 4.26514
O: -3.11702 0.92400 4.02655
O: -4.14796 -0.65382 5.62896
C: -3.42017 -1.88641 5.57280
C: -1.92269 -1.65345 5.53402
C: -5.57054 1.28239 4.83499
H: -3.74757 -2.48472 4.71856
H: -3.67607 -2.44577 6.47327
H: -1.63352 -1.18269 4.59233
H: -1.38658 -2.60011 5.62024
H: -1.60343 -0.99131 6.34035
H: -6.46618 0.70886 5.06534
H: -5.77490 1.99563 4.03725
H: -5.20374 1.80374 5.71686
O: 8.45303 -5.18219 -1.48062
S: 8.25578 -4.34786 -2.62954
O: 8.91307 -3.08215 -2.76160
O: 6.67784 -4.13795 -2.85549
C: 5.89516 -3.64950 -1.76002
C: 6.05388 -2.15167 -1.58053
C: 8.56101 -5.29775 -4.08762
H: 6.14128 -4.18536 -0.84019
H: 4.85348 -3.87578 -1.99471
H: 7.06246 -1.90086 -1.24964
H: 5.35072 -1.77811 -0.83353
H: 5.88394 -1.62748 -2.52357
H: 8.01917 -6.23837 -4.01452
H: 9.63243 -5.48386 -4.14501
H: 8.23463 -4.72630 -4.95440
O: -8.57496 3.44676 -0.60273
S: -9.23624 2.20792 -0.88767
O: -10.13955 1.60632 0.04780
O: -8.13096 1.11536 -1.31277
C: -7.03199 0.89357 -0.43162
C: -7.42082 0.02007 0.74840
C: -10.03930 2.33076 -2.45539
H: -6.60924 1.84455 -0.09607
H: -6.26037 0.38670 -1.01629
H: -8.11899 0.53764 1.40782
H: -6.53805 -0.24897 1.33493
H: -7.91390 -0.89204 0.40860
H: -9.33574 2.73688 -3.17998
H: -10.89076 2.99997 -2.34089
H: -10.37982 1.34133 -2.75474
O: -5.16007 5.28930 -5.79027
S: -5.76114 4.02575 -6.09939
O: -6.64974 3.37174 -5.18270
O: -4.60568 2.99074 -6.52544
C: -3.50499 2.80417 -5.63253
C: -3.87353 1.90032 -4.47191
C: -6.55180 4.13417 -7.67489
H: -3.12693 3.76713 -5.27788
H: -2.70611 2.33905 -6.21287
H: -4.60224 2.38154 -3.81714
H: -2.99030 1.65921 -3.87538
H: -4.32465 0.97275 -4.83031
H: -5.85967 4.58078 -8.38561
H: -7.43355 4.76324 -7.56184
H: -6.84440 3.13477 -7.99124
O: 9.56026 -7.47188 4.14600
S: 9.17619 -8.62827 4.90314
O: 8.46551 -8.51640 6.14279
O: 10.46423 -9.55892 5.12445
C: 11.63656 -8.97260 5.70471
C: 11.50475 -8.82482 7.20859
C: 8.29057 -9.73226 3.84551
H: 11.86272 -8.01389 5.23148
H: 12.46544 -9.64535 5.48049
H: 10.74665 -8.08334 7.46547
H: 12.45203 -8.50630 7.64696
H: 11.20110 -9.76905 7.66419
H: 8.85275 -9.86233 2.92312
H: 7.32008 -9.28504 3.63510
H: 8.15994 -10.68255 4.35960

Record 5
A molecular structure, C18H21N4O13Ti. Source: the Open Molecules 2025 dataset; level of theory: wB97M-V/def2-TZVPD.

For the LUMO energy (alpha / beta), the calculation gives 0.079 / 0.080 Eh. Its spin multiplicity is 3. Its HOMO energy (alpha / beta) is -3.55 / -6.35 eV. Its charge is -1. For the orbital gap (alpha / beta), the calculation gives 5.71 / 8.54 eV. For the energy relative to the best compared isomer or geometry (same formula, charge and spin), the calculation gives 0.0000 eV. The expectation value of S² is 2.0205.

Geometry (Å):
Ti: -0.95128 0.41498 -0.28590
O: -2.35886 -3.29308 0.59802
C: -1.49499 -2.44826 0.46988
O: -1.71189 -1.15786 0.60005
C: -0.06033 -2.81854 0.19819
C: 0.44318 -4.05228 0.59646
C: 1.78490 -4.30155 0.37027
C: 2.66133 -3.37058 -0.16996
C: 2.16822 -2.11751 -0.53601
C: 0.76459 -1.90101 -0.46155
O: 0.21664 -0.85029 -1.04404
N: 3.03332 -1.10902 -0.95930
O: 4.20854 -1.41977 -1.30312
O: 2.70943 0.14328 -0.71726
N: 2.32318 -5.61437 0.75734
O: 3.50744 -5.83166 0.56717
O: 1.56559 -6.41461 1.28295
H: -0.20077 -4.78624 1.05356
H: 3.71146 -3.58186 -0.29345
O: -0.00682 3.72585 4.48484
C: 0.94689 2.80343 4.43622
O: 1.79137 2.70740 5.29326
C: 0.91147 1.87154 3.28228
C: 1.85295 0.88440 3.05190
N: 1.50864 0.25699 1.92046
N: 0.40563 0.78172 1.39121
C: 0.03512 1.77515 2.18468
C: -1.12627 2.58296 1.68390
O: -1.53563 3.54370 2.33628
O: -1.56105 2.18994 0.53999
H: -0.62880 3.66626 3.70736
H: 2.73314 0.62244 3.61171
H: 2.03075 -0.42077 1.37634
C: 1.98746 3.32872 -0.36405
C: 0.94391 2.98567 -1.41006
O: 0.56207 1.61289 -1.38446
H: 2.32204 4.35873 -0.50453
H: 2.84737 2.66384 -0.45440
H: 1.59166 3.24121 0.64616
H: 1.33875 3.20841 -2.40656
H: 0.03205 3.56774 -1.27058
H: 1.37239 1.01596 -1.27884
C: -1.08434 0.25132 -3.80563
C: -2.14484 -0.46753 -3.01264
O: -2.50467 0.28266 -1.82663
C: -3.81234 -0.13321 -1.35094
C: -4.28351 0.74147 -0.21578
H: -0.91343 -0.29669 -4.73392
H: -0.14635 0.30957 -3.26240
H: -1.41269 1.26122 -4.05695
H: -1.81476 -1.46265 -2.70056
H: -3.05888 -0.57399 -3.60470
H: -3.75121 -1.18135 -1.04019
H: -4.49126 -0.05213 -2.20475
H: -3.71681 0.56102 0.69403
H: -5.32607 0.49883 -0.00375
H: -4.21364 1.79749 -0.47158